The following is a DFT calculation (ωB97M-V/def2-TZVPD) of 2 unconnected molecules or ions with the total composition C2H8NO at a distorted geometry.

Each line ends with the Löwdin charge.
Positions of all 12 atoms, in Å:
O: 2.6591 0.6505 -1.1437  -0.61
H: 3.5237 0.7481 -0.7713  -0.23
C: -0.6873 -1.3753 0.3386  -0.19
N: 0.0024 -0.1543 0.0536  -0.20
C: -0.7816 1.0842 0.1872  -0.15
H: -1.3275 -1.3149 1.2206  0.05
H: -1.4123 -1.4996 -0.5115  0.06
H: -0.1144 -2.3037 0.3131  0.06
H: 0.8911 0.0252 -0.4013  0.03
H: -1.3107 1.1422 -0.7698  0.06
H: -0.0815 1.8986 0.3669  0.07
H: -1.3611 1.0991 1.1176  0.06

The frontier orbital gap comes out at 6.610 eV. The calculation puts the total energy at -5739.94646 eV. As for the charge: -1.

=====

The following is a DFT calculation (ωB97M-V/def2-TZVPD) of a single C25H25N3O5S molecule at a distorted geometry.

Each line ends with the Löwdin charge.
Positions of all 59 atoms, in Å:
O: 1.4807 -2.7044 -1.1971  0.07
C: 1.3516 -1.4996 -1.0807  -0.43
C: 0.7802 -0.6567 -2.1836  -0.17
C: 1.6150 -0.1081 -3.1490  -0.02
C: 1.0883 0.6346 -4.1877  -0.01
C: -0.2873 0.8313 -4.2848  -0.29
N: -0.8282 1.5631 -5.3363  -0.06
S: -2.1923 2.5344 -5.1468  0.67
O: -2.2800 3.0245 -3.8034  -0.27
O: -2.1126 3.4732 -6.2256  -0.28
C: -3.5280 1.3904 -5.4577  -0.30
C: -4.5290 1.2349 -4.5197  -0.07
C: -5.5631 0.3495 -4.7787  -0.06
C: -5.5796 -0.3618 -5.9681  -0.07
C: -4.5704 -0.1914 -6.9038  -0.06
C: -3.5357 0.6935 -6.6493  -0.06
C: -1.1267 0.2602 -3.3333  -0.01
C: -0.5929 -0.4748 -2.2921  -0.01
N: 1.7389 -0.8257 0.0247  -0.04
C: 1.4888 0.5691 0.2900  -0.12
C: 0.5030 0.7025 1.4540  -0.17
N: 1.0512 0.0366 2.6191  -0.18
C: 0.2600 0.2505 3.8186  -0.16
C: 1.0183 -0.1945 5.0410  -0.23
C: 0.4318 -1.0090 5.9949  -0.04
C: 1.1190 -1.4227 7.1354  0.01
C: 2.4148 -0.9933 7.2728  -0.21
C: 3.0157 -0.1763 6.3122  -0.19
C: 2.3403 0.2379 5.1939  0.06
O: 4.3029 0.0995 6.6934  0.04
C: 4.4943 -0.5666 7.9225  -0.16
O: 3.3109 -1.2483 8.2780  0.03
C: 1.2443 -1.3760 2.3416  -0.15
C: 2.2280 -1.5375 1.1851  -0.11
H: 2.6820 -0.2591 -3.0809  0.12
H: 1.7421 1.0664 -4.9317  0.11
H: -0.1609 1.9739 -5.9712  0.12
H: -4.4806 1.8086 -3.6071  0.12
H: -6.3537 0.2169 -4.0559  0.11
H: -6.3857 -1.0515 -6.1690  0.11
H: -4.5917 -0.7455 -7.8298  0.11
H: -2.7400 0.8556 -7.3583  0.12
H: -2.1915 0.4036 -3.4102  0.09
H: -1.2498 -0.9160 -1.5572  0.12
H: 1.0927 1.0578 -0.6002  0.12
H: 2.4347 1.0440 0.5739  0.13
H: 0.3579 1.7599 1.6854  0.12
H: -0.4713 0.2743 1.1536  0.13
H: -0.7131 -0.2690 3.7691  0.13
H: 0.0627 1.3249 3.8958  0.13
H: -0.5881 -1.3357 5.8584  0.11
H: 0.6583 -2.0547 7.8755  0.12
H: 2.8021 0.8621 4.4487  0.13
H: 4.7459 0.1676 8.7049  0.14
H: 5.3209 -1.2890 7.8258  0.14
H: 1.6461 -1.8541 3.2367  0.12
H: 0.2902 -1.8685 2.0788  0.14
H: 2.3394 -2.5880 0.9129  0.12
H: 3.1993 -1.1228 1.4727  0.13

The frontier orbital gap comes out at 8.621 eV. The calculation puts the total energy at -51873.25992 eV. The SMILES is O=C(c1ccc(NS(=O)(=O)c2ccccc2)cc1)N1CCN(Cc2ccc3c(c2)OCO3)CC1.

=====

The following is a DFT calculation (ωB97M-V/def2-TZVPD) of a molecular structure, C6H12O.

Each line ends with the Löwdin charge.
Positions of all 19 atoms, in Å:
C: 2.3109 0.1062 -0.2667  -0.04
C: 1.0314 -0.2639 0.4681  -0.44
O: 1.3807 -0.4072 1.8350  -0.03
C: -0.0261 0.8126 0.2895  -0.20
C: -0.7666 0.9021 -1.0354  -0.20
C: -1.8548 0.5411 -0.0891  -0.13
C: -2.1525 -0.9439 -0.0943  -0.15
H: 2.1282 0.2134 -1.3404  0.08
H: 3.0672 -0.6675 -0.1092  0.09
H: 2.7030 1.0532 0.1197  0.09
H: 0.6501 -1.2162 0.0671  0.13
H: 0.6068 -0.7326 2.3119  0.10
H: 0.2959 1.7897 0.6591  0.15
H: -0.4449 0.1363 -1.7523  0.11
H: -0.7874 1.8949 -1.4865  0.10
H: -0.9567 0.6827 1.0330  0.12
H: -1.3812 -1.6207 -0.4974  0.06
H: -3.0174 -1.0221 -0.7659  0.08
H: -2.4895 -1.3141 0.8790  0.07

The frontier orbital gap comes out at 8.894 eV. The calculation puts the total energy at -8460.32410 eV.

=====

The following is a DFT calculation (ωB97M-V/def2-TZVPD) of 6 unconnected molecules or ions with the total composition C19H31NO14S at a distorted geometry.

Each line ends with the Löwdin charge.
Positions of all 66 atoms, in Å:
C: 10.7095 10.5859 11.0867  0.05
N: 10.5976 10.9687 9.6463  -0.47
O: 9.7215 10.5056 8.9646  0.07
O: 11.4730 11.6193 9.1714  0.06
H: 11.6731 10.2203 11.4417  0.09
H: 10.0336 9.7399 11.2109  0.10
H: 10.2774 11.4510 11.5896  0.08
O: 13.0198 10.5266 13.6534  -0.25
S: 13.3255 11.9437 13.8666  0.73
O: 12.2808 12.8975 13.6795  -0.24
O: 14.0657 12.1925 15.3311  -0.20
C: 15.4809 12.1846 15.1947  -0.17
C: 15.6847 12.9028 13.8196  -0.20
O: 14.6902 12.3950 13.0109  -0.18
H: 16.1654 12.6275 15.9181  0.11
H: 15.8610 11.2008 14.9193  0.11
H: 16.6377 12.6526 13.3534  0.14
H: 15.6698 13.9814 13.9760  0.12
O: 8.4789 13.1114 10.5788  0.07
C: 9.1570 14.0626 11.0298  -0.34
C: 10.6961 14.2920 11.0222  -0.05
C: 10.7023 15.6827 11.7434  -0.13
C: 9.2898 16.0162 12.2085  -0.24
O: 8.4627 15.0992 11.6639  0.00
H: 11.3408 13.5502 11.4936  0.08
H: 11.1375 14.3060 10.0256  0.12
H: 11.3623 15.7147 12.6103  0.11
H: 10.8831 16.4768 11.0190  0.11
H: 9.0469 15.7782 13.2441  0.13
H: 8.9683 17.0375 12.0041  0.13
O: 17.8410 14.1784 16.3538  0.09
C: 16.8616 14.9167 16.4355  -0.53
C: 15.7258 14.8559 17.4350  -0.05
C: 15.3476 16.3752 17.5591  -0.12
C: 15.6926 16.8122 16.1370  -0.16
O: 16.7216 15.9627 15.6938  0.06
H: 14.9744 14.2023 16.9918  0.11
H: 16.0077 14.4488 18.4060  0.13
H: 14.3158 16.5056 17.8855  0.12
H: 16.0082 16.9130 18.2391  0.12
H: 14.8262 16.7316 15.4805  0.13
H: 16.0419 17.8376 16.2587  0.13
O: 18.0845 10.0957 14.7912  0.07
C: 19.1482 10.6279 15.1405  -0.43
C: 20.3814 10.0455 15.7979  -0.08
C: 21.0503 11.2532 16.3232  -0.17
C: 20.5514 12.3924 15.3790  -0.14
O: 19.2933 11.9363 14.9392  0.02
H: 20.1261 9.2612 16.5104  0.13
H: 21.1045 9.6378 15.0915  0.14
H: 20.7746 11.5080 17.3464  0.12
H: 22.1393 11.2809 16.3600  0.12
H: 20.5302 13.3179 15.9544  0.12
H: 21.1523 12.4397 14.4708  0.13
O: 17.4557 5.4396 14.7165  0.11
C: 16.4140 5.9939 14.9368  -0.53
C: 16.1719 7.3860 15.3887  -0.07
C: 14.6761 7.3646 15.5131  -0.17
C: 14.1356 6.0625 14.9212  -0.13
O: 15.3173 5.2726 14.7807  0.04
H: 16.7399 7.5256 16.3085  0.14
H: 16.3839 8.1107 14.6026  0.12
H: 14.4251 7.4621 16.5693  0.11
H: 14.1790 8.2133 15.0434  0.10
H: 13.4337 5.6458 15.6435  0.13
H: 13.7257 6.2612 13.9310  0.13

The frontier orbital gap comes out at 9.910 eV. The calculation puts the total energy at -61190.69978 eV. The SMILES is C[N+](=O)[O-].O=S1(=O)OCCO1.O=C1CCCO1.O=C1CCCO1.O=C1CCCO1.O=C1CCCO1.

=====

frontier orbital gap of number 3 (C6H12O)? 8.894 eV